Entry from OMol25: C34H45Br2F4N7O5S2Zr as an isolated structure (the ωB97M-V functional and the def2-TZVPD basis).

Geometry as XYZ:
```
100
Properties=species:S:1:pos:R:3:forces:R:3:lowdin_charge:R:1
Zr 0.6905 0.1589 0.0936 0.276 -0.359 -0.027 1.7937
C -0.2208 -0.0188 5.1487 0.004 0.002 -0.021 -0.0924
N -0.7714 -0.5165 3.8945 -0.029 -0.014 0.000 -0.2745
C -2.2255 -0.4028 3.8905 -0.005 -0.009 0.026 -0.0953
C -0.3292 -1.8753 3.5880 0.045 0.004 0.017 -0.1756
C 0.5678 -1.9082 2.3568 -0.002 0.025 0.032 -0.1830
N -0.1014 -1.4017 1.1475 -0.053 0.093 -0.019 -0.1419
C -1.0962 -2.1830 0.5505 -0.015 0.023 -0.008 -0.1564
C -1.8250 -1.5702 -0.4610 -0.009 -0.010 -0.017 -0.1225
F -1.4456 -0.2579 -0.7192 0.001 -0.015 -0.075 -0.0669
C -2.8179 -2.1539 -1.2056 0.066 -0.050 0.033 -0.2055
F -3.4193 -1.4519 -2.1618 -0.077 0.104 0.217 0.1127
C -3.1560 -3.4676 -0.9461 -0.012 0.018 -0.015 0.1116
C -2.4568 -4.1209 0.0492 0.003 -0.013 -0.006 -0.1914
F -2.7376 -5.3865 0.3249 -0.005 -0.001 0.000 0.1404
C -1.4416 -3.5153 0.7828 -0.007 0.021 0.046 -0.1302
F -0.8119 -4.2540 1.7022 0.001 0.005 0.000 0.1137
H -0.5943 -0.5663 6.0249 0.003 -0.002 0.000 0.0998
H -0.4830 1.0340 5.2713 -0.001 0.007 -0.002 0.0855
H 0.8677 -0.1059 5.1366 0.004 -0.013 -0.001 0.0698
H -2.7016 -1.0365 4.6509 0.000 0.003 0.000 0.1011
H -2.6206 -0.6910 2.9133 0.004 0.003 0.001 0.0824
H -2.5177 0.6297 4.0921 0.001 0.003 -0.002 0.0826
H -1.1861 -2.5362 3.4423 -0.020 0.012 -0.025 0.1181
H 0.2389 -2.2997 4.4218 -0.023 -0.021 0.003 0.1340
H 0.9600 -2.9107 2.1868 0.005 0.005 -0.005 0.1277
H 1.4290 -1.2659 2.5466 -0.005 -0.001 -0.002 0.0716
H -3.9320 -3.9714 -1.5044 0.004 -0.006 -0.005 0.1536
Br -0.1821 1.4941 -3.1002 0.051 -0.005 0.016 0.7756
C 1.7098 1.4676 -3.4324 0.001 0.039 -0.042 -0.8889
Br 2.6803 1.6612 -1.7566 0.003 0.015 0.048 0.7608
H 1.9732 2.3138 -4.0536 -0.008 0.006 0.008 0.0249
H 1.9702 0.5047 -3.8581 -0.037 -0.012 -0.001 -0.0255
C 0.2737 3.4233 0.2102 0.008 -0.011 -0.009 -0.2001
N -0.3510 4.6387 0.6608 0.002 0.016 0.001 -0.0694
C -0.5016 4.5974 2.1168 0.010 -0.020 0.024 -0.1337
N -1.3363 3.4657 2.5305 -0.015 0.011 0.001 -0.0654
C -0.7143 2.2435 2.0950 0.035 0.003 0.017 -0.1737
N -0.5217 2.1885 0.5866 -0.007 -0.013 -0.001 -0.1675
C -1.9146 2.3825 0.0045 0.015 0.005 0.024 -0.1797
N -2.5221 3.6111 0.4394 -0.005 0.002 0.008 -0.0733
C -1.6805 4.7436 0.0505 0.003 -0.003 -0.004 -0.1335
C -2.6512 3.5950 1.8966 0.009 -0.003 -0.001 -0.1374
H 1.2639 3.3300 0.6595 -0.044 -0.006 -0.022 0.0905
H 0.3661 3.4425 -0.8760 -0.003 -0.001 0.001 0.0827
H -0.9625 5.5251 2.4540 -0.005 0.004 0.005 0.1404
H 0.4851 4.5054 2.5785 -0.065 -0.008 -0.016 0.1102
H -1.3127 1.3806 2.3798 0.002 -0.004 0.000 0.0950
H 0.2643 2.1602 2.5627 -0.065 0.015 -0.014 0.0947
H -2.5302 1.5445 0.3280 0.000 -0.013 0.002 0.1270
H -1.8322 2.3791 -1.0803 0.006 0.001 -0.016 0.0713
H -2.1531 5.6695 0.3751 -0.001 0.001 0.002 0.1388
H -1.5785 4.7650 -1.0357 0.001 0.000 0.000 0.1375
H -3.2814 2.7556 2.1955 -0.001 -0.002 0.000 0.1338
H -3.1211 4.5203 2.2273 -0.001 0.001 -0.002 0.1387
C -4.2599 -3.8041 -5.8447 0.007 -0.009 -0.010 -0.0339
C -2.8009 -3.5235 -5.6303 0.050 -0.026 -0.018 -0.2485
C -2.3820 -2.4829 -4.8077 -0.076 0.032 -0.059 -0.0327
C -1.0331 -2.2028 -4.6416 -0.003 -0.044 0.099 -0.0555
C -0.0961 -2.9853 -5.2968 0.000 -0.004 -0.042 -0.2862
C -0.4874 -4.0367 -6.1195 -0.001 0.014 -0.009 -0.0333
C -1.8337 -4.2957 -6.2800 -0.033 -0.004 0.012 -0.0134
S 1.6175 -2.6756 -5.0877 0.058 0.064 0.037 0.6631
O 1.7325 -1.4142 -4.3859 0.012 0.039 -0.086 -0.3279
O 2.3274 -2.8906 -6.3066 -0.028 -0.049 0.032 -0.2498
N 2.0980 -3.8557 -4.0590 0.031 0.005 -0.012 -0.1295
C 1.8233 -3.6967 -2.6456 -0.038 -0.049 -0.027 -0.1849
C 2.7610 -2.7292 -1.8958 0.035 -0.007 0.015 -0.0465
C 2.0564 -1.6507 -1.1526 -0.011 0.056 -0.022 -0.5964
O 0.9524 -1.1499 -1.5814 -0.096 0.078 0.142 -0.1952
O 2.5152 -1.1382 -0.0893 -0.041 0.058 0.003 -0.1233
H -4.8781 -3.2880 -5.1123 -0.013 0.016 0.006 0.0770
H -4.4674 -4.8722 -5.7842 -0.004 -0.008 -0.003 0.0879
H -4.5673 -3.4700 -6.8373 -0.007 -0.001 0.007 0.0957
H -3.1213 -1.8763 -4.2975 0.089 -0.067 -0.180 0.1001
H -0.7062 -1.3901 -4.0067 0.023 0.011 -0.017 0.0708
H 0.2560 -4.6329 -6.6325 0.003 0.013 -0.004 0.1251
H -2.1465 -5.1083 -6.9237 0.000 -0.001 -0.008 0.1267
H 2.9235 -4.3507 -4.3668 -0.010 0.004 0.011 0.1302
H 1.8574 -4.6809 -2.1804 0.023 0.000 -0.021 0.1321
H 0.7941 -3.3439 -2.5632 -0.033 -0.021 0.037 0.1116
H 3.3813 -2.1922 -2.6202 0.012 -0.024 -0.023 0.1413
H 3.4365 -3.2381 -1.2087 -0.022 0.019 0.009 0.1358
C 4.4952 0.7308 2.1189 -0.012 0.022 -0.004 -0.1781
S 2.8520 0.9972 2.7493 0.075 -0.057 -0.050 1.0678
O 1.9913 1.0024 1.4552 -0.138 0.069 -0.029 -0.7117
C 2.8687 2.6770 3.2641 0.010 0.015 0.026 -0.4142
C 3.2870 3.7052 2.4213 0.012 -0.015 0.011 -0.0780
C 3.2223 5.0060 2.8832 0.036 0.005 0.010 -0.0427
C 2.7536 5.2667 4.1699 0.013 0.003 0.008 -0.0342
C 2.3367 4.2355 4.9975 -0.005 0.014 0.001 -0.0351
C 2.3845 2.9242 4.5432 0.015 -0.003 0.001 -0.0675
H 4.7428 1.4897 1.3805 0.005 0.023 -0.003 0.0682
H 4.5002 -0.2616 1.6711 -0.006 -0.014 0.008 0.0674
H 5.1784 0.7758 2.9670 0.000 -0.001 -0.001 0.0866
H 3.6464 3.5005 1.4205 0.024 -0.010 -0.005 0.1148
H 3.5422 5.8202 2.2476 0.001 0.003 -0.004 0.1255
H 2.7160 6.2876 4.5259 -0.001 0.003 0.001 0.1252
H 1.9736 4.4472 5.9936 0.000 0.000 0.000 0.1246
H 2.0543 2.1074 5.1736 0.007 0.016 -0.010 0.1048
```
Positions in Å, forces in eV/Å.

Calculated values
E_tot: -8472.61054 hartree
frontier orbital gap: 7.4567 eV
energy relative to the best compared isomer or geometry (same formula, charge and spin): 12.9 kcal per mole
total charge: +2